{
  "formula": "C4H73N5O32PS",
  "method": "the ωB97M-V functional and the def2-TZVPD basis",
  "species": ["N", "C", "C", "C", "N", "C", "N", "P", "S", "N", "N", "H", "H", "H", "H", "H", "H", "H", "H", "H", "O", "H", "H", "O", "H", "H", "O", "H", "H", "O", "H", "H", "O", "H", "H", "O", "H", "H", "O", "H", "H", "O", "H", "H", "O", "H", "H", "O", "H", "H", "O", "H", "H", "O", "H", "H", "O", "H", "H", "O", "H", "H", "O", "H", "H", "O", "H", "H", "O", "H", "H", "O", "H", "H", "O", "H", "H", "O", "H", "H", "O", "H", "H", "O", "H", "H", "O", "H", "H", "O", "H", "H", "O", "H", "H", "O", "H", "H", "O", "H", "H", "O", "H", "H", "O", "H", "H", "O", "H", "H", "O", "H", "H", "O", "H", "H"],
  "coordinates": [[1.8223, 0.4522, 1.8052], [1.0660, 1.1744, 1.1904], [0.2312, 2.1794, 2.0126], [-1.0833, 1.4976, 2.3289], [-1.4286, 0.5080, 1.4991], [-2.5906, 0.0842, 2.0417], [-3.2215, -0.9467, 1.4780], [-4.7145, -1.5672, 2.1714], [-5.6880, -2.7483, 0.9857], [-2.9292, 0.7926, 3.0939], [-1.9622, 1.6964, 3.2862], [2.3226, -0.1490, 1.1504], [0.9522, 1.1256, 0.1001], [0.1043, 3.0952, 1.4336], [0.8285, 2.3550, 2.9128], [-2.7713, -1.3064, 0.6521], [-5.6138, -0.5564, 2.5997], [-4.3640, -2.3630, 3.2994], [-3.7656, 0.6668, 3.6303], [-1.9048, 2.4031, 3.9949], [2.6058, -1.3324, -1.1945], [1.7115, -1.5085, -1.4964], [3.1439, -1.9238, -1.7172], [-1.6070, 3.9158, 0.1692], [-1.9109, 4.6765, 0.6762], [-2.1329, 3.1843, 0.5090], [4.0341, 2.5776, -0.7279], [3.7366, 3.3485, -0.2346], [3.4981, 1.8555, -0.3800], [-0.9405, -3.5883, 1.4770], [-1.0594, -3.8761, 0.5646], [-1.4037, -2.7478, 1.5201], [1.1037, -0.8969, -3.4920], [0.9567, -1.1673, -4.4064], [0.6179, -0.0711, -3.4167], [-2.3589, 2.9496, -2.4736], [-1.8463, 2.9292, -1.6585], [-3.2718, 2.9652, -2.1730], [0.8851, 4.2856, 4.1471], [1.3745, 5.1262, 4.1187], [1.1409, 3.8988, 4.9875], [-1.6733, -2.8986, -3.2744], [-0.7308, -2.7444, -3.1383], [-1.9928, -2.0710, -3.6438], [5.6714, 1.4586, 1.4831], [5.7189, 0.6882, 0.9150], [5.2184, 2.1193, 0.9456], [0.9136, -2.1107, -6.2010], [1.4896, -2.8412, -5.9529], [0.9208, -2.1249, -7.1621], [0.3565, 0.9537, -5.2995], [0.3996, 0.2024, -5.9031], [-0.1328, 1.6212, -5.7940], [-5.1184, 1.1874, 0.2989], [-4.5835, 0.4442, 0.5864], [-5.0832, 1.1453, -0.6635], [-4.2339, 1.1347, -4.0690], [-3.2954, 1.2692, -3.9087], [-4.5244, 1.9593, -4.4674], [3.5982, -0.5787, 4.2441], [3.0838, -0.5130, 3.4335], [3.7761, -1.5197, 4.3416], [0.4081, 7.0559, 4.8721], [0.4301, 8.0061, 4.7357], [-0.0009, 6.9534, 5.7358], [2.1922, 1.2151, 6.7539], [1.3355, 1.0113, 6.3796], [2.7891, 0.6038, 6.3006], [-2.0115, 2.7594, -5.5673], [-2.1509, 2.8595, -4.6179], [-1.5891, 3.5852, -5.8316], [1.5563, -4.1480, 3.0512], [1.4019, -5.0956, 3.1157], [0.7393, -3.7965, 2.6825], [2.3159, -4.1278, -1.5208], [2.0600, -4.2647, -0.6037], [3.2042, -4.4969, -1.5716], [-0.5492, 2.9340, 6.8351], [0.1761, 2.4141, 7.2036], [-0.7958, 2.4580, 6.0439], [0.9486, -2.4101, 5.4156], [0.0758, -2.6018, 5.0729], [1.5242, -3.0287, 4.9455], [-2.8844, -4.3320, -5.7001], [-2.3428, -4.3516, -4.9010], [-3.7859, -4.3435, -5.3713], [-0.1175, -3.7694, -8.4239], [-0.2657, -4.7166, -8.3962], [-0.9577, -3.4106, -8.7185], [3.4750, -2.6601, -5.2406], [3.3529, -2.5660, -4.2932], [3.8841, -1.8308, -5.5065], [-3.1345, -3.9678, 4.2872], [-3.4222, -4.0809, 5.1983], [-2.2586, -4.3621, 4.2686], [4.6043, -4.5033, 4.3505], [3.7274, -4.6981, 4.0067], [5.1795, -5.1155, 3.8859], [0.9903, 5.0905, 8.5248], [1.7143, 4.5770, 8.8917], [0.7401, 4.6095, 7.7299], [3.1856, 5.6482, 4.3115], [3.6097, 6.5089, 4.3498], [3.8892, 5.0297, 4.5284], [-6.6487, -1.0046, -5.4005], [-5.7116, -0.8636, -5.2368], [-6.9406, -0.1830, -5.7990], [-0.8180, 2.0517, -7.9616], [-1.4560, 2.5348, -7.4337], [-1.3112, 1.7925, -8.7426], [3.7782, 1.7193, -4.0127], [4.2819, 1.7098, -3.1940], [2.8629, 1.7473, -3.7237], [2.0610, -6.7682, -2.7253], [1.7355, -5.8701, -2.8424], [1.5783, -7.2822, -3.3768]],
  "forces_ev_per_a": [[2.7, -2.5, 1.5], [-2.6, 2.5, -1.4], [0.4, -0.7, 0.2], [2.7, 0.3, -2.3], [-1.4, 0.3, 1.5], [2.0, -0.4, -2.1], [-1.8, 0.3, 1.8], [-1.5, -3.3, -1.1], [0.5, 0.6, 0.0], [-1.7, -0.9, 0.6], [1.1, 0.9, 0.2], [0.2, -0.3, 0.0], [-0.1, 0.3, 0.1], [-0.3, 0.1, 0.4], [-0.4, 0.4, -0.1], [-0.4, -0.3, -0.4], [1.1, 0.6, 0.1], [0.5, 1.1, 0.0], [-0.2, 0.5, 0.6], [-0.4, 0.2, 0.4], [0.0, 0.7, 1.0], [0.0, 0.0, -0.4], [0.0, -0.2, -0.1], [-0.1, -0.2, 0.2], [0.0, 0.2, -0.1], [-0.2, 0.0, 0.0], [-0.1, -0.1, 0.2], [0.0, 0.2, -0.1], [0.0, -0.1, -0.1], [0.0, 0.1, 0.0], [0.1, -0.2, 0.0], [0.0, 0.0, 0.1], [-0.3, -0.6, 0.6], [0.1, -0.1, -0.3], [0.1, 0.2, -0.4], [-0.1, -0.4, -0.2], [0.2, 0.4, -0.1], [-0.1, 0.1, -0.1], [-0.5, -0.3, -0.2], [-0.1, -0.1, 0.1], [0.1, 0.1, 0.2], [0.1, -0.1, 0.4], [0.1, 0.1, -0.2], [0.0, 0.0, -0.2], [-0.2, 0.1, 0.2], [0.1, -0.1, -0.1], [0.2, -0.1, -0.1], [-0.3, 0.4, 0.2], [0.3, 0.1, 0.0], [-0.2, -0.2, -0.1], [-0.1, 0.1, 0.1], [0.1, 0.0, -0.1], [-0.1, -0.1, 0.0], [0.3, 0.3, 0.2], [-0.1, -0.1, -0.4], [-0.2, -0.1, -0.1], [-0.2, -0.1, 0.3], [0.1, -0.1, 0.0], [-0.1, 0.0, -0.2], [0.0, -0.1, 0.2], [-0.1, 0.2, 0.0], [0.1, 0.0, 0.1], [-0.1, 0.1, -0.1], [0.0, 0.1, 0.0], [0.0, -0.1, 0.1], [0.0, 0.3, 0.1], [0.0, -0.4, -0.2], [0.1, 0.0, -0.1], [-0.1, 0.3, 0.0], [0.2, 0.1, 0.2], [-0.1, 0.2, 0.2], [0.2, -0.1, 0.3], [0.0, -0.1, 0.0], [-0.2, 0.0, -0.3], [0.0, -0.1, -0.2], [0.0, 0.0, 0.1], [0.0, -0.2, 0.0], [0.2, 0.0, 0.1], [0.0, 0.0, 0.2], [0.0, -0.1, -0.2], [0.1, 0.1, 0.1], [-0.2, -0.1, 0.0], [-0.1, 0.1, -0.1], [0.1, -0.1, 0.0], [0.0, 0.2, 0.0], [-0.2, 0.0, 0.0], [0.1, 0.1, -0.2], [0.0, -0.2, 0.1], [-0.1, 0.1, 0.0], [0.2, -0.3, 0.1], [0.0, 0.1, 0.1], [-0.1, 0.1, -0.1], [0.0, 0.3, 0.1], [-0.1, -0.1, 0.1], [0.1, -0.1, -0.2], [-0.2, 0.1, 0.0], [-0.1, 0.1, 0.0], [0.2, 0.0, 0.0], [0.0, 0.0, -0.1], [0.1, 0.0, 0.1], [-0.1, 0.0, 0.0], [0.3, 0.1, 0.0], [-0.1, 0.2, 0.0], [0.0, -0.2, 0.0], [0.1, -0.1, 0.1], [0.1, 0.0, 0.1], [-0.1, 0.1, -0.1], [0.2, 0.0, -0.1], [-0.2, -0.2, 0.0], [0.1, -0.1, -0.2], [0.1, -0.1, 0.0], [0.1, 0.1, 0.1], [-0.2, -0.1, -0.1], [-0.1, 0.0, 0.0], [0.0, 0.1, 0.1], [0.0, -0.2, -0.1]],
  "lowdin_charge": [0.1559, -0.2632, -0.0597, -0.2518, 0.2358, -0.4369, -0.0979, 0.3223, 0.2116, 0.1656, 0.1799, 0.0649, 0.1256, 0.1064, 0.1048, 0.1242, 0.0046, -0.0283, 0.1735, 0.1917, -0.0741, -0.0004, 0.0106, -0.0333, 0.0761, 0.0285, -0.0366, 0.0559, 0.0232, -0.0297, 0.0652, 0.0086, -0.0647, -0.0066, 0.0254, -0.0385, 0.0126, 0.0435, -0.0881, -0.0058, 0.0177, -0.0535, 0.0194, 0.0406, -0.0577, 0.0290, -0.0093, -0.0593, 0.0265, 0.0364, -0.0545, 0.0273, -0.0006, -0.0558, -0.0508, 0.0509, -0.0466, 0.0016, 0.0424, -0.0521, -0.0154, 0.0288, -0.0468, 0.0448, 0.0451, -0.0476, 0.0026, 0.0299, -0.0520, 0.0106, 0.0691, -0.0492, 0.0584, -0.0017, -0.0439, 0.0500, 0.0622, -0.0279, 0.0306, 0.0062, -0.0544, 0.0043, 0.0071, -0.0653, 0.0041, 0.0295, -0.0458, 0.0427, 0.0437, -0.0377, 0.0254, 0.0603, -0.0694, 0.0508, 0.0360, -0.0479, -0.0024, 0.0382, -0.0495, 0.0383, -0.0088, -0.0440, 0.0574, 0.0604, -0.0575, 0.0109, 0.0283, -0.0414, -0.0071, 0.0479, -0.0546, 0.0105, 0.0137, -0.0651, -0.0002, 0.0360],
  "energy_ha": -3616.8831,
  "total_charge": 1,
  "e_homo_ha": -0.44635,
  "gap_ev": 8.77
}

=====

{
  "formula": "C17H50O10",
  "method": "the ωB97M-V functional and the def2-TZVPD basis",
  "species": ["C", "C", "C", "O", "C", "H", "H", "H", "H", "H", "H", "H", "H", "C", "C", "C", "O", "C", "H", "H", "H", "H", "H", "H", "H", "H", "O", "H", "H", "O", "H", "H", "O", "H", "H", "O", "H", "H", "O", "H", "H", "C", "C", "C", "O", "H", "H", "H", "H", "H", "H", "H", "H", "C", "C", "C", "O", "H", "H", "H", "H", "H", "H", "H", "H", "C", "C", "C", "O", "H", "H", "H", "H", "H", "H", "H", "H"],
  "coordinates": [[1.2226, 3.9902, 1.0129], [0.5377, 3.8567, -0.3252], [1.7336, 3.6520, -1.2472], [2.8013, 4.4703, -0.7683], [2.6968, 4.3553, 0.7415], [1.1283, 3.1464, 1.6964], [0.6373, 4.7615, 1.5136], [-0.0624, 4.7626, -0.4099], [-0.0422, 2.9339, -0.3092], [1.4840, 4.0292, -2.2390], [2.1424, 2.6460, -1.3417], [3.0840, 5.2817, 1.1656], [3.3924, 3.5892, 1.0840], [4.7027, -0.5912, -1.5340], [3.9559, 0.2722, -0.5517], [2.9501, -0.7459, 0.1580], [2.8407, -1.8315, -0.7617], [4.1482, -2.0049, -1.4200], [5.7924, -0.6073, -1.5141], [4.4862, -0.3165, -2.5663], [3.4572, 1.0915, -1.0696], [4.7038, 0.5954, 0.1723], [2.0324, -0.2467, 0.4692], [3.3968, -1.1750, 1.0548], [4.2272, -2.5713, -2.3479], [4.7715, -2.7064, -0.8655], [-0.2665, 0.2805, 0.1926], [-0.9180, 0.7973, 0.6667], [-0.2175, -0.5448, 0.6749], [0.6527, -3.2997, -0.3256], [1.2761, -2.5784, -0.4119], [0.5764, -3.6581, -1.2099], [-1.2772, -2.5390, 1.3961], [-1.6408, -3.4218, 1.4657], [-0.4851, -2.6466, 0.8696], [-2.8413, 1.8628, 0.8275], [-2.4572, 2.2422, 0.0370], [-3.7841, 1.8665, 0.6618], [-2.0773, 2.1550, 3.3220], [-2.5925, 2.1210, 2.5160], [-1.4994, 1.3937, 3.2698], [-4.9944, -0.7153, -0.8159], [-3.5244, -0.7157, -1.2178], [-3.0285, -2.1266, -1.5466], [-3.4832, 0.1146, -2.3119], [-5.7799, -0.8421, -1.5609], [-5.1401, 0.2325, -0.2978], [-5.0896, -1.4203, 0.0099], [-2.9304, -0.2541, -0.4290], [-2.0798, -1.8507, -2.0069], [-3.7206, -2.6174, -2.2309], [-2.9231, -2.7866, -0.6855], [-2.7306, 0.6998, -2.1992], [-2.3316, -1.6650, 5.0271], [-0.8769, -1.3612, 4.8279], [-0.0823, -2.6280, 4.7700], [-0.7740, -0.7910, 3.6233], [-2.9843, -0.7987, 4.9198], [-2.3859, -1.9504, 6.0777], [-2.7199, -2.4556, 4.3850], [-0.5022, -0.6464, 5.5606], [-0.3452, -3.3765, 4.0225], [0.1129, -3.0634, 5.7500], [0.9558, -2.4125, 4.5172], [-1.2060, -1.3407, 2.9654], [-0.5544, -0.4783, -4.7432], [0.1836, -0.2217, -3.4099], [1.5161, 0.4822, -3.5603], [-0.6150, 0.5935, -2.6506], [-0.0954, -1.2854, -5.3143], [-0.3730, 0.4383, -5.3044], [-1.6223, -0.6632, -4.6272], [0.4063, -1.0673, -2.7592], [1.9718, 0.2129, -4.5132], [2.1650, 0.1357, -2.7560], [1.2971, 1.5494, -3.5275], [-0.3845, 0.4072, -1.7375]],
  "forces_ev_per_a": [[0.1, 0.8, 1.5], [1.0, -1.5, 0.4], [-0.1, 1.4, -1.0], [-0.4, 0.0, 2.3], [0.0, 0.1, -1.7], [0.1, -0.3, -0.4], [0.6, 0.3, 0.4], [0.0, -0.3, -1.1], [-0.5, 0.3, -0.3], [0.2, -0.2, -0.3], [-0.7, -0.4, 0.2], [-0.4, 0.2, -0.2], [-0.1, -0.4, -0.1], [0.1, -1.0, -1.8], [-0.1, -1.0, 1.2], [2.1, 0.9, -0.5], [0.3, -0.2, -1.4], [0.0, -0.2, 1.3], [0.0, 0.2, 0.6], [-0.1, 0.4, 0.0], [0.0, 0.0, 0.4], [-0.4, 0.6, 0.2], [-0.4, -0.5, -0.7], [0.3, 0.3, 0.3], [-1.6, 0.4, -0.6], [0.1, 0.4, 1.2], [0.7, 0.0, -0.6], [-0.7, 0.4, 0.3], [-0.2, -0.4, 0.3], [-0.5, -0.4, 0.4], [0.8, 0.2, -0.3], [-0.2, -0.1, -0.2], [-0.7, 0.6, 0.8], [-0.1, -0.3, 0.0], [0.4, -0.5, -0.6], [0.4, -0.6, 0.5], [0.3, 0.6, -0.8], [-1.0, 0.0, -0.2], [0.2, 0.4, 1.1], [0.0, 0.1, -0.5], [0.2, -0.4, 0.1], [0.5, 0.2, 2.1], [-1.9, -1.2, 0.6], [0.1, 0.9, -0.1], [0.4, 0.9, -1.7], [0.5, -0.2, -0.3], [-0.4, 0.4, -0.3], [-0.4, -0.5, -0.1], [0.0, -0.4, 0.3], [0.3, -1.0, -0.2], [0.2, 0.1, -0.3], [0.2, 0.3, 0.1], [0.3, 0.2, -0.5], [-0.7, 0.1, 1.9], [-1.0, -1.4, 0.3], [2.3, -0.7, 1.2], [1.0, 2.9, -3.2], [0.3, 0.2, -0.2], [-0.7, -0.5, 0.1], [0.3, -0.1, 0.0], [0.0, -0.2, 0.2], [-0.7, 0.1, 0.2], [-0.7, -0.5, 0.2], [0.1, 0.5, -0.4], [-0.1, -0.3, -0.5], [1.0, 0.1, 0.5], [0.3, -0.8, -0.5], [0.2, -0.4, -0.8], [-1.5, 1.2, 0.9], [0.0, -0.1, 0.0], [-0.4, 0.1, -0.3], [0.1, 0.1, 0.2], [-0.3, -1.0, -0.7], [0.3, 0.1, -0.1], [0.2, 0.5, 0.0], [0.4, 0.0, 0.0], [-0.2, 0.3, 0.8]],
  "lowdin_charge": [-0.1900, -0.1762, -0.2267, -0.1670, -0.1333, 0.1015, 0.1010, 0.1053, 0.0767, 0.1141, 0.0873, 0.1024, 0.0952, -0.1945, -0.1311, -0.1550, -0.2015, -0.1660, 0.1100, 0.0970, 0.0803, 0.1061, 0.0963, 0.1144, 0.1126, 0.1064, -0.0463, 0.0038, 0.0125, -0.0515, -0.0058, 0.0521, -0.0598, 0.0459, -0.0201, -0.1595, 0.0010, 0.0143, -0.1071, -0.0469, -0.0200, -0.0930, -0.5541, -0.0564, -0.0753, 0.0786, 0.0395, 0.0648, 0.0971, 0.0611, 0.0752, 0.0545, 0.0485, -0.0664, -0.5666, -0.0783, -0.0664, 0.0814, 0.0754, 0.0815, 0.1485, 0.0752, 0.0724, 0.0729, 0.0429, -0.0336, -0.5267, -0.0417, -0.0792, 0.0677, 0.0764, 0.0736, 0.1210, 0.0765, 0.0517, 0.0837, 0.0396],
  "energy_ha": -1429.9887,
  "total_charge": -1,
  "multiplicity": 2,
  "e_homo_ha": [0.01644, -0.24515],
  "gap_ev": [1.96, 8.99]
}

=====

> What is the formula in the second record?

C17H50O10